Molecular formula: C15H20N2O6S
Method: DFT, ωB97M-V/def2-TZVPD

XYZ file:
```
44
C15H20N2O6S | the Open Molecules 2025 dataset | ωB97M-V/def2-TZVPD
C -6.143 0.142 -1.130
C -5.260 1.292 -0.664
O -3.930 1.164 -1.172
C -3.096 0.369 -0.506
O -3.390 -0.225 0.500
C -1.753 0.316 -1.197
C -0.703 -0.401 -0.337
C -1.226 -1.826 -0.098
O -1.468 -2.541 -1.050
N -1.342 -2.253 1.169
C -1.200 -1.389 2.316
C -0.060 -0.427 2.019
N -0.422 0.357 0.864
S 0.509 1.740 0.674
O -0.074 2.546 -0.357
O 0.665 2.308 1.980
C 2.090 1.134 0.101
C 3.032 0.722 1.020
C 4.235 0.187 0.590
C 4.487 0.060 -0.776
O 5.619 -0.450 -1.309
C 6.647 -0.885 -0.447
C 3.523 0.489 -1.697
C 2.331 1.023 -1.259
H -5.764 -0.798 -0.737
H -7.157 0.291 -0.771
H -6.152 0.092 -2.216
H -5.620 2.247 -1.051
H -5.221 1.322 0.429
H -1.435 1.335 -1.415
H -1.878 -0.233 -2.133
H 0.214 -0.517 -0.942
H -1.817 -3.137 1.287
H -2.122 -0.821 2.481
H -0.975 -1.997 3.194
H 0.866 -1.000 1.843
H 0.094 0.274 2.839
H 2.826 0.846 2.071
H 4.964 -0.123 1.321
H 7.444 -1.240 -1.098
H 6.312 -1.706 0.194
H 7.023 -0.065 0.172
H 3.742 0.392 -2.748
H 1.588 1.383 -1.953
```

The HOMO energy is -9.202 eV. For the frontier orbital gap, the calculation gives 9.77 eV. As for the SMILES: CCOC(=O)C[C@@H]1C(=O)NCCN1S(=O)(=O)c1ccc(OC)cc1. The multiplicity is 1. As for the energy relative to the best compared isomer or geometry (same formula, charge and spin): 14.4 kcal/mol. As for the lowest unoccupied orbital energy: 0.56 eV.